Formula: C40H105N11O14
Source: the OMol25 dataset
Level of theory: wB97M-V/def2-TZVPD

Summary:
energy above the lowest of the compared OMol25 structures with the same formula, charge and spin = 481.1 kcal/mol
HOMO-LUMO gap = 6.70 eV
E = -3241.43384 a.u.

Last column: Mulliken charge in e.
Element x y z (Å)
O -0.03 1.55 1.16  1.186
O -4.29 2.64 -1.25  -0.325
O -1.88 0.70 6.23  -0.386
O 1.22 0.19 2.42  -0.395
O 2.70 3.71 -0.05  -0.720
O 5.96 -1.21 1.18  -0.724
O 0.06 4.29 -2.98  -0.508
O 2.52 -0.98 -3.28  -0.785
O -0.65 -3.65 1.75  -0.263
O 2.86 -4.80 -3.07  -0.409
O -5.33 -3.30 1.79  -0.492
O 3.46 -3.57 3.47  -0.491
O -2.01 -3.64 -5.94  -0.436
O -2.22 5.89 0.60  -0.257
N -2.19 0.84 -1.78  0.067
N 4.33 0.10 2.03  -0.213
N 3.03 4.21 2.12  -0.380
N 3.10 -4.20 -0.22  0.029
N -1.84 -1.71 4.44  -0.491
N -3.04 -3.93 -0.29  -0.378
N 3.29 1.85 0.82  -0.055
N 0.92 -1.57 -6.62  -0.423
N 1.30 4.98 1.28  0.312
N 0.30 5.85 -0.56  -0.104
N 4.44 -0.28 -0.07  0.100
C 3.81 -3.84 0.97  0.618
C -2.06 1.76 7.16  -0.800
C 2.73 -4.98 -4.42  -0.736
C 0.67 -3.81 2.29  -0.864
C -3.13 -0.46 2.80  -0.872
C 1.30 4.66 -2.33  0.433
C 4.98 -0.51 1.03  -0.515
C 4.02 -2.24 3.53  -0.240
C 1.84 -1.69 -5.49  -0.549
C -4.54 1.27 -0.82  -0.096
C 1.63 0.03 1.10  0.248
C -2.83 5.23 1.63  -0.052
C 3.38 -3.23 -1.28  -0.193
C 1.96 1.44 0.45  1.182
C 1.40 -1.03 -4.16  0.684
C -4.36 -3.53 2.83  -0.104
C -0.18 2.18 2.45  -1.382
C 0.25 3.02 -3.70  0.148
C -0.63 -3.68 0.35  -0.126
C -5.10 3.57 -0.46  -0.763
C -1.10 0.83 -0.87  0.603
C 2.93 -4.03 2.21  -0.644
C -2.12 -0.28 3.96  2.809
C 2.29 -0.28 -2.05  0.129
C -4.32 -3.23 -0.45  -1.012
C -0.23 7.13 0.01  -0.958
C -1.89 -3.02 -0.28  0.600
C -0.46 -1.89 -6.31  -0.638
C 2.35 4.26 1.02  0.764
C 1.23 6.04 -1.68  -1.232
C -1.30 1.59 0.45  0.965
C -4.84 -2.46 0.77  1.101
C -2.26 -4.84 -5.16  -0.542
C -1.27 6.84 1.08  -0.638
C -2.73 0.68 5.10  -1.949
C 2.52 -3.53 -2.63  -0.045
C -3.59 0.26 -1.58  -0.143
C 0.70 -0.94 3.14  -2.184
C 2.18 1.46 -1.15  0.435
C -0.62 -3.24 -5.83  0.155
H 3.17 1.92 1.82  1.145
H 1.19 5.36 2.21  0.279
H -2.37 -4.60 -4.10  0.094
H 3.43 -5.12 -0.52  0.337
H 0.92 6.92 -2.26  0.471
H -3.48 0.54 2.56  0.214
H 1.14 0.03 -4.26  0.245
H -3.28 -5.14 -5.43  0.302
H 2.76 0.60 -1.48  -1.367
H -0.13 1.08 -1.30  -1.606
H -3.04 1.70 7.63  0.323
H -0.55 5.32 -0.74  0.231
H -2.28 1.78 -2.16  0.445
H 3.35 2.81 0.53  0.097
H 3.01 -6.01 -4.66  0.399
H 2.22 0.79 -2.27  1.374
H -0.62 7.82 -0.74  0.528
H -0.66 2.86 -4.27  0.440
H -2.11 2.73 6.65  0.302
H -0.50 3.20 2.27  -0.465
H 2.13 4.58 -3.04  0.613
H -3.22 1.64 4.97  0.533
H 2.85 -5.11 2.37  0.520
H 1.61 3.89 -1.63  -0.670
H -1.84 7.75 1.28  0.448
H 3.61 -1.35 3.07  -0.314
H 1.45 -0.73 -1.52  0.250
H 2.68 4.87 2.80  0.138
H 1.18 3.07 -4.27  0.416
H -2.58 -0.89 1.96  -1.180
H 1.92 -3.67 2.04  0.796
H -1.01 1.80 3.04  0.372
H -4.40 1.20 0.26  -0.196
H 3.21 -2.24 -0.86  -0.500
H -4.67 4.55 -0.64  0.207
H -3.97 -1.92 1.13  -0.725
H -2.02 -2.16 0.38  -0.943
H -3.69 4.61 1.37  -0.234
H 2.17 6.21 -1.16  0.390
H 5.06 -2.36 3.23  0.492
H 2.70 -2.73 -3.34  0.305
H -5.01 -3.99 -0.82  0.469
H -1.70 2.59 0.27  0.291
H 1.46 -3.33 -2.42  0.061
H -5.73 -1.91 0.46  0.397
H 1.33 1.51 -1.82  -1.766
H 1.34 -1.82 3.23  0.445
H 3.38 -4.32 -4.99  0.398
H -3.15 5.91 2.42  0.431
H -3.86 0.08 -2.63  0.541
H 0.91 -0.59 -6.86  0.335
H -1.61 -5.68 -5.42  0.295
H -3.05 -4.27 0.66  0.284
H -1.16 0.09 3.62  -1.527
H 3.84 0.52 0.03  0.331
H -4.24 -2.50 -1.26  0.422
H 0.57 -3.94 3.37  0.188
H -0.85 -0.21 -0.66  -1.069
H -2.12 4.55 2.08  0.110
H 1.29 2.28 0.64  -0.057
H 2.06 -2.73 -5.24  -0.354
H 1.31 -2.94 2.16  -0.838
H 2.66 2.41 -1.40  1.068
H 4.44 -3.22 -1.53  0.447
H -0.05 -3.99 -6.38  0.327
H -1.26 1.70 7.89  0.254
H 0.26 -0.56 4.05  0.840
H -0.89 -1.70 -7.30  0.426
H -3.46 -0.72 -1.14  -0.587
H -4.81 -4.11 3.63  0.401
H -0.41 -4.67 -0.03  0.582
H -2.07 0.99 0.93  -1.392
H 0.61 -1.65 -3.75  -0.277
H 0.16 -3.08 -0.11  -0.385
H 0.54 7.67 0.56  0.285
H 4.94 -0.41 -0.94  0.227
H -6.14 3.58 -0.80  0.329
H -3.92 -2.59 3.14  -0.220
H 1.23 -4.55 1.71  0.544
H 2.43 -0.68 0.90  0.264
H 1.74 -4.82 -4.86  0.076
H 3.23 -0.37 -1.51  -0.275
H -5.01 3.28 0.58  0.290
H 0.60 4.96 0.55  -0.480
H -1.08 -1.75 5.10  0.297
H -0.31 -3.32 -4.79  -0.072
H 0.79 2.19 2.96  0.559
H -0.81 6.50 2.00  0.399
H -4.04 -1.05 2.98  1.470
H -0.92 -1.12 -5.69  0.232
H -0.07 -1.37 2.51  0.668
H 4.66 -4.48 1.22  0.374
H -3.46 -4.02 2.47  0.139
H -1.63 -2.65 -1.27  0.215
H 2.81 -1.43 -5.91  0.436
H 4.31 -2.02 4.56  0.353
H -3.49 -0.01 5.48  0.618
H 0.73 -0.28 0.58  0.294
H 3.75 0.92 2.11  -0.463
H 3.97 3.86 2.01  0.338
H 4.72 -0.26 2.89  0.442
H 0.29 2.15 -3.04  -0.308
H -5.60 1.06 -0.97  0.746
H -2.67 -1.90 4.99  0.393
H 4.21 -2.83 1.02  -0.824